(1)
Below is C27H44CuN7O5PSi as an isolated structure, with properties calculated with ωB97M-V with the def2-TZVPD basis set.

Calculated values
- net charge = -1
- HOMO (Ha) = -0.152
- HOMO-LUMO gap (eV) = 6.412
- energy (eV) = -111197.14487
- LUMO energy (eV) = 2.3
- energy above the lowest of the compared OMol25 structures with the same formula, charge and spin (kJ/mol) = 40.3

Each line ends with the Mulliken charge.
Element x y z (Å)
H (3.808, 2.912, 0.957)  0.28
H (-2.308, -0.762, -0.093)  -0.73
H (-4.417, -1.051, 4.346)  0.42
C (2.021, 1.602, -4.246)  -0.72
N (0.887, 2.019, 1.902)  0.12
H (1.497, 4.637, 1.260)  0.25
N (0.774, 0.386, -2.651)  0.74
H (-3.956, 0.093, -1.633)  0.16
C (0.118, -3.479, -2.057)  -0.28
H (0.904, -5.514, -1.987)  0.39
C (1.116, -4.554, -2.457)  -0.75
H (-4.157, -0.889, -3.891)  0.41
H (1.800, -2.473, 3.363)  0.42
H (2.839, 1.476, -4.956)  0.41
H (-1.919, 4.946, -1.333)  0.43
C (-3.383, -0.323, 2.797)  0.14
C (0.618, 4.210, 0.797)  -0.66
H (1.092, -4.690, -3.539)  0.34
C (2.477, 1.978, -2.837)  -0.85
H (3.395, 0.296, 4.049)  0.39
H (2.703, -4.277, -1.005)  0.32
Si (2.299, 2.182, 2.808)  -0.19
O (-2.616, -3.433, 6.083)  -0.75
C (-0.286, -2.100, 3.043)  0.32
H (1.486, 1.419, -0.945)  -0.29
N (-0.906, -2.665, 4.104)  0.01
H (2.746, 3.030, -2.743)  0.39
H (1.057, -3.460, 2.095)  0.41
C (-2.746, 2.337, -0.975)  -0.49
C (-2.247, -1.207, 3.206)  0.38
H (-0.111, -3.547, -0.985)  0.10
C (-3.766, -0.977, -1.722)  -0.71
C (1.233, 0.302, -4.041)  -0.65
H (2.879, -1.967, -2.835)  0.34
C (1.264, 1.614, -1.993)  0.57
P (0.153, -0.838, -1.738)  -0.97
H (-1.485, -1.504, -4.089)  0.44
H (1.863, -0.575, -4.193)  0.38
H (1.358, 2.381, -4.630)  0.35
H (-2.420, -2.392, -0.784)  0.35
H (2.640, 4.640, 3.267)  0.36
H (0.398, 0.226, -4.743)  0.18
H (-0.819, -3.538, -2.609)  0.11
H (2.512, -1.981, -1.109)  0.10
H (-3.420, 3.028, -1.481)  0.40
C (2.421, 3.748, 3.858)  -1.21
C (2.460, -3.963, -2.021)  -0.70
N (-0.850, 2.342, 0.484)  0.35
H (3.276, -4.287, -2.666)  0.32
N (-1.075, -1.220, 2.476)  0.51
C (-3.475, -1.348, -3.175)  -0.83
C (-1.293, 4.381, -0.656)  -0.86
Cu (-0.799, 0.441, 1.272)  -0.52
H (1.696, -0.047, 3.676)  -0.18
C (0.260, 2.858, 1.099)  1.01
H (-4.615, -1.512, -1.299)  0.49
O (-4.189, -1.994, 5.356)  -0.78
O (0.432, -0.623, -0.302)  -0.32
H (-1.998, 0.153, -3.741)  0.28
C (3.842, 2.132, 1.722)  -1.00
H (-2.371, 1.615, -1.707)  -0.28
C (2.392, 0.727, 4.003)  -0.84
N (-1.454, -0.959, -2.032)  0.73
C (-3.053, -2.556, 5.336)  0.64
C (-0.157, 4.943, -0.062)  -0.67
H (-3.535, -2.432, -3.298)  0.33
H (1.472, 3.916, 4.373)  0.33
C (-2.459, -1.321, -1.020)  0.63
O (-4.462, -0.356, 3.522)  -0.70
N (0.827, -2.234, -2.388)  0.02
C (-2.031, -0.879, -3.375)  -0.65
H (2.107, 1.024, 5.013)  0.39
H (4.760, 2.264, 2.302)  0.43
C (1.070, -2.468, 2.553)  -1.27
H (0.110, 5.972, -0.283)  0.36
H (-3.290, 1.780, -0.208)  0.06
H (3.336, 1.373, -2.537)  0.34
H (1.369, -1.739, 1.801)  0.03
H (-0.567, -3.363, 4.748)  0.22
H (3.203, 3.649, 4.615)  0.35
C (-2.151, -2.112, 4.227)  0.05
H (0.511, 2.408, -2.030)  -0.18
C (-1.590, 3.064, -0.350)  0.31
C (2.259, -2.436, -2.071)  -0.42
H (3.898, 1.169, 1.208)  0.25
O (-3.256, 0.372, 1.800)  -0.42

(2)
Below is C27H44F6OP2Re as an isolated structure at a distorted geometry, with properties calculated with ωB97M-V with the def2-TZVPD basis set.

Calculated values
- multiplicity = 4
- ⟨S²⟩ = 3.7791
- net charge = +2
- HOMO (alpha / beta) (Ha) = -0.492 / -0.515
- HOMO-LUMO gap (alpha / beta) (eV) = 6.617 / 4.984
- energy (eV) = -67750.02601
- LUMO energy (alpha / beta) (eV) = -6.8 / -9.0
- energy above the lowest of the compared OMol25 structures with the same formula, charge and spin (kJ/mol) = 0.0

Each line ends with the Mulliken charge.
Element x y z (Å)
C (-2.196, 3.904, -3.104)  -1.07
C (1.703, 2.056, -0.965)  -0.26
H (4.247, -1.301, -0.200)  0.61
C (-1.579, 0.201, 1.474)  0.02
H (-2.739, -3.757, -0.406)  0.32
H (3.824, -0.586, 2.299)  0.27
C (2.102, -1.263, -0.388)  -0.42
F (-2.100, -3.275, -4.111)  -0.25
F (-3.428, -0.277, -2.128)  -0.14
H (-2.309, -2.403, 3.058)  0.44
C (-1.166, 2.214, -1.111)  -0.32
F (-1.469, -1.186, -3.955)  -0.24
H (-2.795, 4.759, -3.424)  0.44
H (0.602, -2.694, 3.703)  0.41
Re (0.665, 0.928, 0.182)  -0.55
H (-3.541, 0.957, 1.750)  0.38
C (1.305, -0.011, -2.402)  -1.02
H (-1.461, 1.444, -1.899)  0.24
C (-1.476, -2.378, -3.302)  0.37
H (2.217, 1.908, 2.762)  0.13
H (-1.744, 2.977, 1.352)  0.41
H (2.067, -2.267, -0.901)  1.11
C (-1.259, 5.001, -0.827)  -0.93
H (-0.062, -1.232, -1.143)  -0.31
H (1.514, 2.051, -3.145)  0.44
H (-1.153, 4.112, -3.363)  0.39
F (-4.263, -1.860, -0.867)  -0.27
P (1.803, -1.752, 1.433)  1.50
H (0.575, -3.810, 1.200)  0.20
F (-0.175, -2.780, -3.203)  -0.25
C (3.511, -0.652, -0.688)  -1.26
H (3.683, -0.751, -1.768)  0.57
C (1.616, -3.521, 1.367)  -1.32
H (2.993, 1.343, -2.517)  0.30
H (-1.236, -4.174, -1.250)  0.39
H (-2.531, 3.025, -3.657)  0.35
C (-2.099, -2.319, -1.848)  0.78
H (-2.850, -2.169, 1.385)  0.39
H (-2.850, 1.356, 0.172)  -0.22
C (0.570, 0.578, 2.350)  0.81
C (-0.981, 2.661, 2.061)  -1.97
H (-1.785, 5.964, -0.809)  0.46
H (-0.336, 2.809, -1.620)  -0.21
H (-0.548, -1.585, 4.451)  0.41
H (4.245, 1.352, -1.102)  0.44
H (2.063, 0.579, 3.893)  0.46
C (-3.523, -1.630, -1.994)  0.24
C (0.895, -0.558, -1.029)  0.43
H (4.492, 0.793, 0.575)  0.33
H (-1.382, -3.117, 1.730)  0.17
H (1.556, 3.128, -0.986)  0.85
H (1.177, -1.191, 4.495)  0.34
H (-2.796, -4.357, -2.087)  0.48
H (4.133, -2.269, 1.723)  0.56
H (-3.420, -0.283, 0.448)  0.27
H (1.976, -3.897, 2.331)  0.55
C (2.504, 1.559, 0.184)  0.05
H (-0.126, 3.343, 1.977)  0.32
C (-1.119, -1.033, 1.910)  0.12
C (-2.919, 0.559, 0.930)  -0.97
O (-1.409, -1.542, -0.987)  0.78
H (-0.431, 5.069, -1.547)  0.35
H (2.257, -3.914, 0.568)  0.54
C (3.420, -1.608, 2.255)  -1.72
P (-2.422, 3.635, -1.285)  0.31
C (-1.960, -2.234, 2.024)  -1.48
H (0.456, -0.032, -3.084)  0.30
C (3.771, 0.798, -0.257)  -2.00
C (1.914, 1.417, -2.316)  -1.23
C (0.392, -1.621, 3.861)  -1.23
H (-0.847, 4.799, 0.165)  0.19
H (0.921, 1.956, 3.958)  0.44
C (-0.616, 1.240, 1.831)  0.64
H (-1.391, 2.710, 3.080)  0.44
H (3.307, -2.000, 3.277)  0.53
F (-4.269, -2.073, -3.043)  -0.27
C (1.492, 1.286, 3.294)  -1.82
H (2.723, 2.331, 0.918)  1.25
H (2.026, -0.746, -2.803)  0.58
C (-2.239, -3.753, -1.375)  -1.81
C (0.281, -0.939, 2.470)  1.50

(3)
Below is one molecule with the formula C27H45NO at a distorted geometry, with properties calculated with ωB97M-V with the def2-TZVPD basis set.

Calculated values
- structure (SMILES) = CC(C)CCC[C@@H](C)[C@H]1CC[C@H]2[C@@H]3CCC4=C/C(=N/O)CC[C@]4(C)[C@H]3CC[C@]12C
- HOMO (Ha) = -0.308
- HOMO-LUMO gap (eV) = 9.130
- energy (eV) = -32267.24708
- LUMO energy (eV) = 0.7
- energy above the lowest of the compared OMol25 structures with the same formula, charge and spin (kJ/mol) = 0.0

Each line ends with the Mulliken charge.
Element x y z (Å)
H (5.032, 2.321, 1.883)  0.49
C (-1.334, 2.567, -0.080)  -0.72
C (-7.554, -1.662, 1.931)  -1.60
C (-2.624, 0.670, -1.364)  0.60
C (4.968, 0.488, 0.798)  0.23
H (2.604, 2.831, 1.655)  0.50
C (-1.279, 1.340, -1.017)  -1.02
C (-7.596, -1.615, -0.567)  -1.48
H (3.119, -1.175, 2.141)  0.45
H (-0.865, 1.683, -1.972)  0.67
H (-4.199, 1.601, -0.222)  0.39
H (-3.187, 0.518, 0.729)  0.25
H (-4.177, 0.916, -2.863)  0.43
C (0.031, 2.625, 0.637)  -1.37
C (-5.730, -0.464, 0.703)  -0.88
C (-3.669, 0.647, -0.239)  -0.88
H (-6.108, -2.576, 0.640)  0.26
H (-7.014, -1.702, -1.481)  0.36
H (-8.231, -2.514, 1.929)  0.44
H (0.107, -0.834, 1.339)  0.56
H (-8.155, -0.682, -0.600)  0.31
C (0.858, 1.539, -0.054)  -0.73
H (-5.177, -0.392, -1.378)  0.14
C (7.021, -0.516, -0.099)  0.34
H (6.277, -2.458, 0.281)  0.33
C (3.075, 2.108, 0.987)  -1.30
H (1.801, 0.496, 1.578)  0.45
H (6.746, -2.179, -1.392)  0.55
H (-2.400, -0.368, -1.639)  0.24
C (1.776, -1.097, -0.761)  -1.35
N (8.277, -0.344, -0.236)  -0.64
C (6.288, 0.522, 0.584)  -0.69
H (2.247, -1.723, -1.520)  0.40
O (8.976, -1.386, -0.860)  -0.40
H (3.057, 0.559, -1.197)  0.57
H (6.886, 1.336, 0.971)  0.40
C (4.082, -0.620, 0.266)  2.22
H (0.728, 0.001, -2.290)  0.44
C (3.815, -1.598, 1.422)  -2.06
H (-5.212, -0.469, 1.666)  0.33
H (4.273, -2.256, -1.146)  0.47
H (-1.514, 3.475, -0.655)  0.41
C (4.317, 1.528, 1.656)  -1.56
H (-2.556, 1.262, -3.452)  0.42
H (4.023, 1.066, 2.603)  0.42
H (3.406, -2.534, 1.051)  0.37
H (-8.306, -2.439, -0.541)  0.43
H (-0.185, -1.345, -1.607)  0.51
H (4.836, -0.695, -1.751)  0.50
H (3.364, 2.632, 0.073)  0.37
H (9.886, -1.063, -0.889)  0.37
C (-0.691, -0.296, 0.837)  -2.23
H (1.522, -1.739, 0.080)  0.29
C (2.095, 0.990, 0.649)  0.64
C (4.816, -1.349, -0.875)  -1.21
H (-1.136, 0.384, 1.557)  0.46
C (0.489, -0.522, -1.360)  -1.25
H (-4.161, -1.443, -0.393)  0.31
C (-3.220, 1.357, -2.596)  -1.79
H (1.200, 1.957, -1.009)  0.55
H (-1.440, -1.025, 0.536)  0.25
H (0.493, 3.606, 0.542)  0.46
H (4.743, -1.816, 1.946)  0.53
H (-8.149, -0.753, 1.992)  0.34
H (-2.140, 2.478, 0.644)  0.33
C (2.767, -0.014, -0.306)  -0.06
C (-4.684, -0.483, -0.410)  -0.53
H (-6.303, 0.465, 0.644)  0.32
H (-6.930, -1.723, 2.821)  0.39
H (-3.376, 2.415, -2.397)  0.37
C (6.251, -1.725, -0.531)  -1.01
C (-6.697, -1.652, 0.666)  0.82
H (-0.074, 2.409, 1.701)  0.35
C (-0.177, 0.454, -0.391)  1.76

(4)
Below is C27H46BN7OV as an isolated structure, with properties calculated with ωB97M-V with the def2-TZVPD basis set.

Calculated values
- multiplicity = 2
- ⟨S²⟩ = 0.7530
- HOMO (alpha / beta) (Ha) = -0.219 / -0.198
- HOMO-LUMO gap (alpha / beta) (eV) = 6.458 / 5.898
- energy (eV) = -67591.35161
- LUMO energy (alpha / beta) (eV) = 0.5 / 0.5

Each line ends with the Mulliken charge.
Element x y z (Å)
H (-2.966, 2.833, -1.287)  0.08
C (-4.310, -0.575, -1.398)  -1.24
N (0.975, -1.039, -1.823)  0.33
H (3.162, 0.245, -4.761)  0.36
C (0.943, -0.708, 3.029)  2.67
C (3.131, 0.810, -3.828)  -1.62
H (-3.179, 2.676, 1.816)  0.56
V (-0.205, 0.386, -0.621)  0.49
H (-4.661, 2.470, -1.624)  0.36
H (2.011, -2.240, 4.154)  0.44
C (-5.260, 1.294, 0.799)  -1.91
H (0.838, 3.853, -2.037)  0.41
N (-0.545, -2.431, 0.223)  0.20
C (0.334, -1.676, 2.040)  -1.14
H (2.419, -2.415, -4.415)  0.52
C (0.073, -3.040, 2.241)  -0.73
H (-1.469, -3.483, -1.530)  -0.16
C (-0.981, -4.844, 0.706)  -1.54
H (3.095, 0.057, -0.447)  0.25
C (0.606, 3.145, -0.072)  0.72
H (5.321, -0.283, -2.606)  0.47
H (2.013, 0.467, 1.543)  -0.12
C (0.572, -2.688, -3.254)  0.53
C (-0.391, 2.006, -2.110)  -0.72
C (2.227, -0.107, 2.444)  -1.23
H (-0.759, 4.053, -1.375)  0.41
N (-2.277, -0.279, -0.536)  -0.14
N (1.104, 4.223, 0.557)  -0.41
H (0.423, -4.162, -4.768)  0.39
H (4.508, -1.634, -1.799)  0.39
H (3.994, 1.479, -3.804)  0.43
B (-1.069, -2.397, -1.223)  -0.58
H (-3.726, -3.699, -2.213)  0.26
H (-0.179, -4.698, -3.195)  0.23
H (2.223, 1.414, -3.827)  0.24
C (-0.495, -3.478, 1.062)  0.33
N (0.105, -2.027, -2.176)  0.63
H (-4.243, 3.575, -0.305)  0.45
H (-0.978, -0.008, 3.767)  0.34
C (-3.880, 1.489, 0.159)  2.82
C (-0.061, 0.408, 3.345)  -1.32
C (-3.941, 2.664, -0.827)  -1.57
C (3.124, 0.696, -1.331)  -2.05
H (-1.872, 2.017, 0.834)  -0.07
H (4.533, -1.539, -3.563)  0.34
O (0.610, 2.050, 0.529)  -0.20
N (-2.268, -1.402, -1.306)  0.64
H (-5.352, -0.446, -1.633)  0.47
H (-5.253, 0.456, 1.497)  0.40
H (0.222, 1.792, -2.991)  0.28
C (-2.858, 1.798, 1.252)  -1.87
C (3.162, -0.130, -2.615)  2.73
C (1.779, -2.114, -3.603)  -1.33
C (-3.490, -1.597, -1.842)  0.55
C (-3.499, 0.230, -0.581)  -0.44
N (-0.037, -1.315, 0.815)  1.31
H (0.401, -1.871, 4.792)  0.44
H (-0.439, -5.251, -0.148)  0.23
H (0.261, -3.631, 3.120)  0.61
H (-4.860, -2.646, -3.071)  0.39
C (1.289, -1.440, 4.327)  -2.45
H (-1.141, -3.601, -4.175)  0.14
H (1.731, -0.736, 5.036)  0.43
H (1.460, 4.126, 1.493)  0.25
C (-3.830, -2.745, -2.731)  -1.40
H (2.944, -0.894, 2.198)  0.34
H (4.011, 1.331, -1.274)  0.62
H (1.114, 5.121, 0.110)  0.21
H (-3.185, -2.771, -3.608)  0.16
H (2.251, 1.352, -1.306)  -0.01
H (-5.546, 2.195, 1.346)  0.46
H (-6.026, 1.104, 0.047)  0.32
H (-2.041, -4.837, 0.450)  0.25
C (4.457, -0.950, -2.648)  -1.87
H (-0.838, -5.513, 1.553)  0.42
C (1.987, -1.075, -2.680)  -0.47
C (0.057, 3.326, -1.471)  -1.39
H (-0.315, 0.969, 2.445)  0.00
H (-2.745, 0.960, 1.942)  0.40
H (2.691, 0.562, 3.174)  0.49
H (-1.407, 2.106, -2.505)  0.71
H (0.368, 1.100, 4.075)  0.47
C (-0.123, -3.851, -3.879)  -1.35